Entry from OMol25: C33H49BrCuNP3 as an isolated structure (wB97M-V/def2-TZVPD).

Geometry (Å):
Br (3.05, -1.09, -0.03)
Cu (-2.82, 2.40, -0.41)
P (-0.74, -1.90, 1.97)
P (-2.25, 3.18, 1.46)
P (4.58, -1.45, -1.89)
N (-5.51, 2.09, -5.58)
C (-0.37, -3.49, 1.10)
C (0.54, 1.68, -1.75)
C (-0.44, 2.95, 1.45)
C (-5.90, 2.72, -4.48)
C (-3.09, 1.97, -2.13)
C (-3.50, 1.38, -4.49)
C (1.67, -0.32, -1.03)
C (-0.66, 0.94, -1.88)
C (-0.39, -2.88, 4.68)
C (0.30, 3.95, 2.35)
C (7.23, -2.77, 0.85)
C (-1.90, 1.62, -1.75)
C (3.83, -2.84, -2.73)
C (-2.88, 1.51, 2.04)
C (6.06, -1.74, -1.00)
C (4.60, 0.05, -2.84)
C (-5.14, 2.71, -3.30)
C (-2.65, 4.71, 0.22)
C (-2.66, 1.32, 3.54)
C (8.38, -1.16, -0.58)
C (1.71, 1.05, -1.33)
C (-3.45, -2.21, 1.27)
C (-0.59, -0.48, -1.82)
C (0.56, -1.11, -1.38)
C (6.08, -2.64, 0.09)
C (-4.35, 1.43, -5.60)
C (0.24, -2.11, 3.53)
C (-2.49, -2.17, 2.47)
C (7.22, -1.00, -1.34)
C (-0.83, -4.78, 1.77)
C (8.38, -2.04, 0.51)
C (-4.16, 4.90, 0.20)
C (-3.93, 2.00, -3.30)
H (9.29, -2.16, 1.10)
H (0.29, -2.84, 5.54)
H (5.19, -3.23, 0.34)
H (-0.15, 3.08, 0.41)
H (-1.34, -2.45, 5.00)
H (-0.08, 3.95, 3.38)
H (-1.64, 1.59, 3.85)
H (-2.24, 4.57, -0.80)
H (0.55, 2.75, -1.98)
H (-2.77, -1.34, 3.13)
H (-2.83, 0.27, 3.80)
H (-2.55, -3.10, 3.06)
H (-0.55, -3.94, 4.45)
H (-3.96, 1.49, 1.82)
H (-0.21, 1.92, 1.74)
H (0.46, -1.08, 3.84)
H (-4.48, -2.36, 1.64)
H (3.86, -3.75, -2.11)
H (-0.67, -5.61, 1.07)
H (-3.38, 1.92, 4.11)
H (0.73, -3.51, 0.96)
H (9.27, -0.58, -0.84)
H (4.73, 0.94, -2.20)
H (0.59, -2.20, -1.24)
H (-4.07, 0.94, -6.53)
H (3.67, 0.14, -3.42)
H (-0.27, -5.01, 2.68)
H (7.20, -0.31, -2.19)
H (2.64, 1.61, -1.20)
H (-2.39, 0.69, 1.50)
H (-2.09, 5.50, 0.74)
H (5.46, -0.07, -3.52)
H (-0.81, -3.40, 0.10)
H (-1.90, -4.78, 2.01)
H (-4.64, 3.94, -0.01)
H (-3.43, -1.27, 0.71)
H (-2.54, 0.88, -4.56)
H (1.38, 3.72, 2.39)
H (2.80, -2.60, -3.02)
H (-4.47, 5.59, -0.59)
H (0.19, 4.97, 1.95)
H (-1.47, -1.06, -2.10)
H (-6.85, 3.27, -4.51)
H (-3.22, -3.03, 0.58)
H (-4.48, 5.27, 1.18)
H (-5.48, 3.26, -2.42)
H (7.24, -3.45, 1.71)
H (4.45, -2.97, -3.63)
H (1.19, -2.56, 3.23)

Output
LUMO energy (spin up / spin down)   -6.45 / -6.52 eV
Multiplicity   2
Strongest force on any atom   5.0 eV Å⁻¹
⟨S²⟩   0.758
Relative energy (zero: lowest compared OMol25 entry of this formula, charge and spin)   131.7 kJ/mol
Charge   +2
Frontier orbital gap (spin up / spin down)   0.1901 / 0.2250 Ha

Table of Mulliken atomic charges, one value per atom, all in e:
1. Br 0.06
2. Cu -1.09
3. P 0.77
4. P -0.03
5. P 0.77
6. N -0.55
7. C -0.41
8. C -0.93
9. C 0.25
10. C -0.41
11. C -0.48
12. C -0.51
13. C -0.21
14. C 0.82
15. C -1.18
16. C -1.41
17. C -0.79
18. C 0.72
19. C -1.03
20. C 0.38
21. C 0.77
22. C -1.42
23. C -0.36
24. C -0.47
25. C -1.26
26. C -0.66
27. C -0.54
28. C -1.37
29. C -0.11
30. C -0.59
31. C -0.22
32. C -0.36
33. C -0.66
34. C -0.47
35. C -0.48
36. C -1.40
37. C -0.45
38. C -0.88
39. C 1.10
40. H 0.40
41. H 0.41
42. H 0.36
43. H 0.01
44. H 0.25
45. H 0.34
46. H 0.18
47. H 0.31
48. H 0.60
49. H -0.08
50. H 0.41
51. H 0.69
52. H 0.23
53. H 0.62
54. H 0.18
55. H 0.40
56. H 0.43
57. H 0.36
58. H 0.44
59. H 0.44
60. H 0.39
61. H 0.39
62. H 0.39
63. H 0.77
64. H 0.37
65. H 0.33
66. H 0.24
67. H 0.25
68. H 0.57
69. H -0.45
70. H 0.48
71. H 0.57
72. H 0.26
73. H 0.29
74. H 0.18
75. H 0.12
76. H 0.40
77. H 0.39
78. H 0.38
79. H 0.34
80. H 0.34
81. H 0.55
82. H 0.37
83. H 0.33
84. H 0.36
85. H 0.34
86. H 0.39
87. H 0.40
88. H 0.32

=====

Entry from OMol25: C33H49INO2Sb2Si2Y as an isolated structure (wB97M-V/def2-TZVPD).

Geometry (Å):
I (1.88, 4.19, 1.04)
Sb (-1.58, -1.76, -1.80)
Sb (-2.95, -2.36, 1.83)
Y (1.82, 1.61, -0.29)
Si (0.80, 1.16, 3.00)
Si (-1.70, 2.86, 1.65)
O (3.72, -1.96, -1.21)
O (0.77, 1.23, -2.37)
N (2.11, -0.35, -1.49)
C (-2.48, -4.02, 3.09)
C (5.26, 4.67, -1.63)
C (5.17, 6.71, -0.33)
C (-4.57, -1.66, 3.06)
C (-0.12, -0.21, 3.89)
C (1.44, 2.34, 4.31)
C (3.64, 2.80, -1.23)
C (-1.74, -0.98, -3.81)
C (5.88, 3.91, -2.66)
C (2.87, -1.49, -3.45)
C (-3.19, -3.19, -2.21)
C (-4.31, -3.46, 0.52)
C (-3.00, -6.95, -0.15)
C (-0.07, 2.01, 1.64)
C (3.57, 4.97, 0.06)
C (4.05, 6.21, 0.36)
C (5.40, 2.68, -2.97)
C (5.75, 5.96, -1.31)
C (-2.39, 2.77, -0.10)
C (4.15, 4.12, -0.93)
C (-2.53, -5.59, -2.06)
C (-1.59, 4.68, 2.15)
C (2.30, 0.33, 2.15)
C (-2.45, -6.81, -1.42)
C (-2.93, 2.07, 2.83)
C (4.31, 2.14, -2.25)
C (2.99, -1.34, -1.93)
C (-0.03, -3.21, -2.17)
C (1.83, -0.45, -3.85)
C (-3.67, -4.61, -0.18)
C (-3.60, -5.86, 0.45)
C (1.50, 0.22, -2.55)
C (-3.12, -4.48, -1.46)
H (0.65, 3.02, 4.62)
H (-1.04, 0.18, 4.35)
H (5.87, 2.09, -3.75)
H (-1.99, -7.66, -1.91)
H (3.85, -1.32, -3.89)
H (-1.37, -1.71, -4.53)
H (-0.30, -4.12, -1.64)
H (2.28, 2.94, 3.96)
H (-5.12, -3.81, 1.16)
H (-4.04, -5.96, 1.44)
H (2.18, 0.29, -4.56)
H (6.61, 6.33, -1.86)
H (-1.93, -4.78, 2.53)
H (-2.58, 5.06, 2.40)
H (-4.73, -2.73, -0.17)
H (-4.13, -2.66, -2.06)
H (-3.16, 1.04, 2.54)
H (-0.15, 1.31, 0.79)
H (-2.54, 2.05, 3.85)
H (-2.80, -0.82, -4.00)
H (0.05, -3.42, -3.23)
H (-0.41, -1.01, 3.21)
H (-3.09, -3.37, -3.28)
H (0.92, -0.89, -4.26)
H (-0.95, 4.81, 3.03)
H (1.95, -0.30, 1.32)
H (4.01, 1.14, -2.54)
H (-1.18, 5.30, 1.35)
H (-2.13, -5.49, -3.07)
H (3.57, 6.81, 1.12)
H (-1.22, -0.03, -3.92)
H (6.72, 4.34, -3.18)
H (5.55, 7.70, -0.09)
H (-3.38, -4.47, 3.50)
H (-2.60, 1.73, -0.38)
H (0.93, -2.87, -1.78)
H (0.49, -0.64, 4.69)
H (-3.87, 2.64, 2.85)
H (-3.31, 3.35, -0.21)
H (2.58, -2.51, -3.67)
H (1.76, 1.79, 5.20)
H (-5.12, -2.52, 3.44)
H (3.03, 1.09, 1.82)
H (-2.96, -7.90, 0.37)
H (-4.20, -1.07, 3.90)
H (-5.24, -1.03, 2.47)
H (2.87, -0.34, 2.78)
H (-1.66, 3.16, -0.82)
H (-1.85, -3.68, 3.91)

Output
LUMO energy   0.22 eV
Multiplicity   1
Strongest force on any atom   1.0 eV Å⁻¹
Relative energy (zero: lowest compared OMol25 entry of this formula, charge and spin)   148.0 kJ/mol
Charge   0
Frontier orbital gap   0.2834 Ha

Table of Mulliken atomic charges, one value per atom, all in e:
1. I 0.24
2. Sb 0.49
3. Sb 0.69
4. Y 0.52
5. Si 0.32
6. Si -0.16
7. O -0.66
8. O -0.90
9. N 0.42
10. C -1.41
11. C 0.91
12. C -0.59
13. C -1.50
14. C -0.71
15. C -1.07
16. C 0.18
17. C -1.61
18. C -0.84
19. C -0.62
20. C -1.88
21. C -1.46
22. C -0.71
23. C 0.93
24. C 0.56
25. C -0.63
26. C -1.30
27. C -0.87
28. C -0.96
29. C 0.29
30. C -0.46
31. C -1.04
32. C -1.21
33. C -0.67
34. C -0.71
35. C -0.40
36. C -0.05
37. C -1.31
38. C -0.35
39. C 0.62
40. C -0.55
41. C 0.98
42. C 0.84
43. H 0.30
44. H 0.29
45. H 0.42
46. H 0.40
47. H 0.27
48. H 0.46
49. H 0.48
50. H 0.31
51. H 0.65
52. H 0.38
53. H 0.40
54. H 0.36
55. H 0.41
56. H 0.35
57. H 0.41
58. H 0.66
59. H -0.09
60. H -0.54
61. H 0.30
62. H 0.55
63. H 0.33
64. H -0.09
65. H 0.65
66. H 0.12
67. H 0.30
68. H 0.25
69. H 0.23
70. H 0.30
71. H 0.36
72. H 0.40
73. H 0.32
74. H 0.35
75. H 0.39
76. H 0.35
77. H 0.13
78. H 0.27
79. H 0.38
80. H 0.44
81. H 0.41
82. H 0.38
83. H 0.36
84. H 0.50
85. H 0.40
86. H 0.40
87. H 0.37
88. H 0.42
89. H 0.52
90. H 0.24
91. H 0.42

=====

Which of these has the lowest relative energy (zero: lowest compared OMol25 entry of this formula, charge and spin)? C33H49BrCuNP3

=====

The highest strongest force on any atom belongs to which entry? C33H49BrCuNP3

=====

What is the charge in the first record? +2

=====

Number 2 is which compound? C33H49INO2Sb2Si2Y